Density functional theory data (the ωB97M-V functional and the def2-TZVPD basis) for one molecule with the formula C23H32N4O2S in a non-equilibrium geometry.

Computed properties:
* E: -1663.36862 a.u.
* M: 428.6 u
* E_HOMO: -8.27 eV
* charge: 0
* lowest unoccupied orbital energy: 0.0051 Eh
* ΔE to the lowest compared entry with this formula, charge and spin: 4.4 kcal per mole
* structure (SMILES): CCCc1nc2c(sc3nc4c(cc32)COC(C)(C)C4)c(=O)n1CCN(CC)CC
* gap between HOMO and LUMO: 8.408 eV

Structure (XYZ):
```
62
C23H32N4O2S the ωB97M-V functional and the def2-TZVPD basis
C -1.8247 -3.6757 -0.5974
C -1.9385 -3.3806 0.8924
C -2.6369 -2.0462 1.1574
C -1.7904 -0.8635 0.7819
N -0.5331 -1.0673 0.5623
C 0.2408 -0.0063 0.2437
C -0.2677 1.2766 0.1427
S 0.9199 2.4728 -0.2893
C 2.1451 1.2315 -0.3379
N 3.4078 1.4896 -0.6281
C 4.2343 0.4616 -0.6424
C 3.8473 -0.8585 -0.3514
C 2.5332 -1.1241 -0.0320
C 1.6414 -0.0519 -0.0330
C 4.9614 -1.8599 -0.3773
O 6.0887 -1.4057 0.3367
C 6.5507 -0.0742 0.0766
C 7.9916 -0.1724 -0.4359
C 6.5117 0.6857 1.4075
C 5.6773 0.6641 -0.9588
C -1.6585 1.5384 0.3673
O -2.2259 2.6089 0.2874
N -2.3724 0.3699 0.7190
C -3.7927 0.5688 0.9432
C -4.5853 0.3768 -0.3608
N -5.9309 -0.0898 -0.0876
C -6.5549 -0.7053 -1.2499
C -6.0748 -2.1426 -1.4401
C -6.7709 0.8907 0.5805
C -7.1068 2.1559 -0.2157
H -2.8102 -3.7157 -1.0580
H -1.3348 -4.6327 -0.7575
H -1.2385 -2.9035 -1.0878
H -2.5130 -4.1731 1.3761
H -0.9434 -3.3554 1.3345
H -2.8652 -1.9659 2.2253
H -3.5818 -2.0201 0.6134
H 2.1858 -2.1171 0.2096
H 5.2323 -2.0772 -1.4260
H 4.6714 -2.7964 0.1049
H 8.6104 -0.6607 0.3117
H 8.3905 0.8175 -0.6391
H 8.0268 -0.7634 -1.3483
H 5.4820 0.8226 1.7298
H 7.0384 0.1124 2.1656
H 6.9819 1.6596 1.3047
H 5.9171 1.7257 -0.9643
H 5.8800 0.2571 -1.9542
H -4.1529 -0.1247 1.7019
H -3.9059 1.5937 1.3036
H -4.0842 -0.3869 -0.9603
H -4.5600 1.3114 -0.9413
H -7.6329 -0.7244 -1.0767
H -6.3709 -0.1310 -2.1719
H -6.1974 -2.6967 -0.5131
H -5.0286 -2.1800 -1.7340
H -6.6599 -2.6259 -2.2182
H -7.6993 0.3791 0.8512
H -6.2705 1.1757 1.5086
H -7.5900 1.9042 -1.1570
H -7.7841 2.7778 0.3636
H -6.2111 2.7348 -0.4252
```

Here are the Löwdin charges for atoms 1 to 8, given in e:
1. C -0.103
2. C -0.252
3. C -0.122
4. C -0.256
5. N 0.180
6. C -0.235
7. C -0.362
8. S 1.123